{
  "formula": "C33H59CuN2O2P2",
  "method": "ωB97M-V with the def2-TZVPD basis set",
  "s2": 0.758,
  "spin_multiplicity": 2,
  "charge": 1,
  "de_lowest_kcal_mol": 20.4,
  "orbital_gap_ev": [6.857, 4.911],
  "e_lumo_ev": [-1.99, -3.87],
  "species": ["C", "C", "C", "C", "C", "H", "H", "H", "N", "P", "P", "C", "H", "H", "C", "H", "C", "C", "C", "C", "C", "H", "H", "H", "C", "H", "H", "H", "C", "H", "H", "H", "C", "H", "H", "H", "C", "H", "H", "H", "C", "H", "H", "H", "C", "H", "H", "H", "C", "H", "H", "H", "C", "H", "H", "H", "C", "H", "H", "H", "C", "H", "H", "H", "C", "H", "H", "H", "Cu", "C", "O", "N", "C", "C", "C", "C", "C", "H", "H", "H", "H", "H", "H", "H", "H", "H", "C", "C", "C", "O", "C", "H", "H", "H", "H", "H", "H", "H", "H"],
  "xyz": [[1.7639, 2.1110, -1.4283], [2.6102, 1.8032, 0.8006], [2.6407, 3.1601, -1.6855], [3.5582, 2.8568, 0.5351], [3.5671, 3.5204, -0.6711], [2.6170, 3.6736, -2.6502], [4.2599, 3.1252, 1.3307], [4.2863, 4.3281, -0.8486], [1.7447, 1.4315, -0.2446], [0.5461, -0.1896, -2.4227], [1.0950, 0.1697, 2.3739], [0.7662, 1.6709, -2.4779], [-0.2226, 2.0897, -2.2232], [1.0458, 2.0543, -3.4738], [2.5204, 1.1766, 2.0501], [3.1593, 1.5522, 2.8566], [-0.1659, 1.3311, 3.2823], [1.6184, -1.1828, 3.6310], [-1.0756, -0.5651, -3.4280], [2.0808, -0.8268, -3.3791], [-1.5666, 0.6888, 3.2968], [-1.6241, -0.1497, 4.0064], [-2.3166, 1.4390, 3.6126], [-1.8462, 0.3034, 2.3042], [0.2370, 1.7238, 4.7154], [0.1727, 0.8808, 5.4220], [1.2595, 2.1381, 4.7467], [-0.4521, 2.5111, 5.0787], [-0.1690, 2.6328, 2.4491], [-0.9979, 3.2825, 2.7919], [0.7772, 3.1807, 2.5835], [-0.2867, 2.4444, 1.3720], [0.3824, -1.8264, 4.2879], [-0.3410, -2.1709, 3.5286], [0.7055, -2.7097, 4.8704], [-0.1313, -1.1443, 4.9842], [2.3797, -2.2859, 2.8778], [1.7285, -2.8147, 2.1652], [3.2473, -1.8796, 2.3359], [2.7489, -3.0243, 3.6148], [2.5807, -0.6164, 4.6966], [2.1369, 0.1825, 5.3065], [2.8749, -1.4364, 5.3790], [3.4986, -0.2290, 4.2241], [2.0744, -2.3685, -3.3220], [2.9772, -2.7532, -3.8321], [2.0886, -2.7385, -2.2871], [1.1948, -2.7963, -3.8320], [3.3342, -0.2649, -2.6640], [3.4858, 0.7984, -2.9091], [3.2932, -0.3537, -1.5713], [4.2156, -0.8290, -3.0204], [2.1734, -0.3476, -4.8457], [3.2130, -0.4985, -5.1903], [1.5203, -0.9081, -5.5267], [1.9516, 0.7293, -4.9472], [-1.9302, 0.7131, -3.5258], [-1.4541, 1.4818, -4.1576], [-2.9039, 0.4569, -3.9848], [-2.1267, 1.1477, -2.5363], [-1.8424, -1.6307, -2.6182], [-2.1089, -1.2589, -1.6170], [-2.7710, -1.9004, -3.1561], [-1.2438, -2.5465, -2.4799], [-0.8866, -1.0844, -4.8659], [-0.4464, -0.3236, -5.5281], [-0.2746, -1.9980, -4.9137], [-1.8856, -1.3365, -5.2692], [0.5302, -0.4059, 0.0369], [2.0658, -1.5641, -0.0186], [2.9707, -2.3068, -0.1142], [-1.2234, 0.7830, -0.0387], [-2.2197, 1.4012, -0.0471], [-3.4675, 2.1887, -0.0689], [-3.2791, 3.4779, 0.7699], [-3.7790, 2.5618, -1.5420], [-4.6108, 1.3343, 0.5376], [-3.0596, 3.2363, 1.8216], [-2.4569, 4.0921, 0.3718], [-4.2133, 4.0644, 0.7294], [-3.9312, 1.6616, -2.1593], [-4.7021, 3.1655, -1.5715], [-2.9570, 3.1532, -1.9778], [-5.5410, 1.9281, 0.5335], [-4.7781, 0.4154, -0.0456], [-4.3786, 1.0525, 1.5778], [-1.3289, -4.2874, 0.0366], [-1.8344, -3.7213, 1.3253], [-1.7129, -2.2358, 1.0191], [-0.5366, -2.0871, 0.2399], [-0.1208, -3.3909, -0.1574], [-1.0957, -5.3735, 0.0578], [-2.0781, -4.0868, -0.7622], [-1.1121, -3.9935, 2.1306], [-2.8499, -4.0499, 1.6311], [-2.5896, -1.9121, 0.4217], [-1.6866, -1.7051, 1.9670], [0.6794, -3.7507, 0.5187], [0.2351, -3.4457, -1.2001]],
  "forces_ev_per_a": [[0.6, 0.3, 0.7], [-0.5, 0.1, -1.0], [-0.3, -0.3, 0.1], [0.0, 0.1, -0.2], [-0.2, -0.3, 0.3], [0.0, -0.2, 0.4], [-0.3, -0.1, -0.3], [-0.3, -0.3, 0.1], [0.6, 0.7, 0.2], [0.1, 0.3, -1.2], [0.6, 0.7, 1.0], [-0.3, -0.3, 0.1], [0.4, -0.1, -0.1], [-0.1, -0.2, 0.4], [-0.4, -0.4, -0.2], [-0.3, -0.3, -0.3], [0.0, -0.1, -0.3], [-0.1, 0.1, -0.2], [0.2, 0.1, 0.1], [-0.2, 0.1, 0.1], [-0.1, 0.0, 0.0], [0.0, 0.3, -0.2], [0.3, -0.3, -0.1], [0.0, 0.3, 0.4], [0.1, -0.1, 0.1], [0.0, 0.4, -0.3], [-0.4, -0.1, 0.0], [0.3, -0.3, -0.2], [0.0, 0.1, -0.1], [0.4, -0.3, -0.1], [-0.4, -0.2, 0.0], [0.1, 0.1, 0.4], [0.0, 0.0, 0.2], [0.2, 0.1, 0.3], [-0.1, 0.3, -0.2], [0.2, -0.3, -0.3], [0.1, 0.0, 0.1], [0.2, 0.1, 0.3], [-0.3, -0.1, 0.3], [-0.2, 0.3, -0.3], [0.1, 0.0, 0.1], [0.2, -0.3, -0.2], [-0.1, 0.3, -0.3], [-0.3, -0.2, 0.2], [0.0, 0.0, -0.1], [-0.4, 0.1, 0.2], [0.0, 0.1, -0.5], [0.4, 0.1, 0.2], [0.1, -0.1, 0.0], [-0.1, -0.4, 0.1], [0.1, 0.1, -0.4], [-0.3, 0.2, 0.1], [0.0, 0.0, -0.1], [-0.4, 0.1, 0.1], [0.3, 0.2, 0.3], [0.1, -0.4, 0.0], [0.0, 0.0, 0.1], [-0.2, -0.3, 0.2], [0.4, 0.1, 0.2], [0.2, -0.3, -0.6], [-0.1, 0.0, 0.0], [0.1, -0.1, -0.4], [0.4, 0.1, 0.2], [-0.2, 0.3, -0.2], [0.0, -0.1, -0.1], [-0.2, -0.3, 0.3], [-0.3, 0.4, 0.0], [0.4, 0.1, 0.2], [0.7, 2.3, 0.0], [5.5, -4.2, -0.3], [-4.0, 3.4, 0.4], [-3.3, 1.6, -0.1], [2.3, -1.4, 0.0], [-0.5, 0.3, 0.0], [0.1, 0.0, 0.0], [-0.2, 0.0, 0.0], [0.1, -0.1, 0.0], [-0.1, 0.1, -0.4], [-0.3, -0.2, 0.1], [0.4, -0.3, 0.0], [-0.1, 0.5, 0.3], [0.4, -0.2, 0.1], [-0.3, -0.2, 0.1], [0.4, -0.2, 0.0], [0.0, 0.3, 0.2], [-0.1, 0.1, -0.4], [-0.3, -0.6, -0.8], [-0.2, -0.3, 0.9], [-1.7, -0.4, 0.7], [-0.9, -1.2, 0.2], [0.6, -1.6, -0.5], [0.0, 0.8, -0.1], [0.5, -0.3, 0.3], [-0.6, 0.2, -0.3], [0.6, 0.4, -0.2], [0.4, 0.1, 0.3], [0.3, 0.5, -0.3], [-0.2, 0.2, -0.4], [0.0, 0.6, 0.4]]
}

{
  "formula": "C12H17BrF6N5O5RhS2",
  "method": "ωB97M-V with the def2-TZVPD basis set",
  "s2": 6.009,
  "spin_multiplicity": 5,
  "charge": 2,
  "de_lowest_kcal_mol": 21.0,
  "orbital_gap_ev": [10.120, 5.602],
  "e_lumo_ev": [-5.66, -10.20],
  "species": ["Rh", "O", "C", "C", "C", "N", "C", "Br", "C", "H", "H", "H", "H", "N", "C", "C", "N", "H", "H", "H", "H", "H", "H", "H", "H", "C", "C", "C", "N", "H", "H", "H", "H", "H", "F", "C", "F", "F", "S", "O", "O", "N", "S", "O", "O", "C", "F", "F", "F"],
  "xyz": [[-0.0506, -0.7975, -0.5102], [-5.8423, 0.5600, 1.5693], [-4.5727, 0.3572, 1.2670], [-3.5053, 1.0771, 1.8162], [-2.2236, 0.7857, 1.4182], [-1.9574, -0.1860, 0.5242], [-2.9935, -0.8475, 0.0212], [-2.4422, -2.1352, -1.2691], [-4.3068, -0.6506, 0.3254], [-5.9660, 1.2736, 2.2102], [-3.6747, 1.8621, 2.5410], [-1.3754, 1.3299, 1.8066], [-5.1099, -1.2141, -0.1265], [0.5135, -1.4162, -2.5947], [1.9509, -1.1651, -2.8957], [2.7472, -1.6100, -1.6935], [2.2476, -0.8423, -0.5353], [0.3113, -2.4118, -2.6776], [-0.0932, -0.9410, -3.2605], [2.0709, -0.0947, -3.0630], [2.2461, -1.6974, -3.7994], [3.8144, -1.4419, -1.8440], [2.6010, -2.6745, -1.4985], [2.4826, 0.1459, -0.6491], [2.6371, -1.1707, 0.3428], [-0.1173, -5.4171, 2.5931], [0.3353, -4.0114, 3.0136], [0.2678, -3.0648, 1.9059], [0.2219, -2.3337, 1.0220], [-0.0820, -6.0626, 3.4673], [0.5427, -5.8314, 1.8339], [-1.1378, -5.4072, 2.2157], [1.3661, -4.0086, 3.3740], [-0.2888, -3.6075, 3.8138], [-0.1413, 3.0248, -2.9491], [-0.5078, 2.4735, -1.8311], [-1.5281, 3.0918, -1.2839], [-0.9398, 1.1834, -2.1478], [0.8996, 2.2521, -0.6209], [0.3305, 1.1346, 0.2445], [1.9622, 1.7793, -1.4690], [1.0304, 3.4079, 0.3288], [1.4686, 4.9243, -0.1869], [0.9703, 5.8334, 0.7769], [1.1738, 5.0300, -1.5810], [3.3396, 4.8886, -0.0140], [3.7013, 5.7565, 0.9075], [3.8787, 5.2035, -1.1794], [3.7450, 3.6651, 0.3413]],
  "forces_ev_per_a": [[0.2, 0.2, 0.2], [0.0, 0.0, 0.0], [-0.1, 0.0, 0.0], [0.0, 0.0, 0.0], [0.0, 0.0, 0.0], [-0.1, 0.1, -0.1], [0.0, 0.0, 0.0], [-0.1, -0.1, -0.1], [0.0, 0.0, 0.0], [0.0, 0.0, 0.0], [0.0, 0.0, 0.0], [0.0, 0.0, 0.0], [0.0, 0.0, 0.0], [-0.1, 0.0, 0.1], [0.0, 0.1, 0.0], [0.0, 0.0, 0.0], [0.0, 0.0, 0.0], [0.0, 0.0, 0.0], [0.0, 0.0, 0.0], [0.0, 0.0, 0.0], [0.0, 0.0, 0.0], [0.0, 0.0, 0.0], [0.0, 0.0, 0.0], [0.1, 0.0, 0.0], [0.0, 0.0, 0.0], [0.0, 0.0, 0.0], [0.0, 0.1, -0.1], [0.1, 0.0, 0.0], [0.0, 0.0, 0.0], [0.0, 0.0, 0.0], [0.0, 0.0, 0.0], [0.0, 0.0, 0.0], [0.0, 0.0, 0.0], [0.0, 0.0, 0.0], [0.0, 0.1, 0.0], [-0.3, -0.3, -0.1], [0.1, 0.0, 0.0], [0.2, 0.1, 0.2], [-0.2, 0.0, 0.1], [0.1, -0.1, -0.2], [0.1, 0.1, 0.0], [0.1, 0.1, -0.1], [-0.3, 0.1, 0.1], [0.1, 0.0, 0.0], [0.1, 0.0, 0.0], [0.2, 0.0, 0.0], [0.0, -0.1, -0.1], [-0.1, 0.0, 0.1], [0.0, 0.1, 0.0]]
}